Density functional theory data (ωB97M-V with the def2-TZVPD basis set) for a 2-piece molecular cluster, C6H16 overall at a distorted geometry.

```
! RIJCOSX wB97M-V def2-TZVPD def2/J DEFGRID3
* xyz 0 1
C -2.323 1.796 -0.168
C -0.967 2.220 -0.750
H -2.122 0.997 0.541
H -2.745 2.644 0.374
H -3.068 1.414 -0.875
H -1.054 2.786 -1.689
H -0.407 1.381 -1.150
H -0.398 2.807 -0.031
C 0.582 -1.079 0.318
C 0.759 -1.817 -1.021
C 0.941 -1.916 1.580
C 1.313 0.320 0.326
H -0.483 -0.848 0.230
H 1.483 -2.630 -0.901
H 1.359 -1.253 -1.782
H 0.689 -2.956 1.396
H 1.991 -1.830 1.824
H 0.238 -1.675 2.393
H 0.571 0.894 0.865
H 2.246 0.314 0.908
H 1.428 0.606 -0.713
H -0.033 -2.176 -1.674
*
```

Results
SMILES string: CC(C)C.CC
Kohn-Sham gap in Eh: 0.4336

Löwdin population analysis, charges in e, atoms 1 to 6: -0.153, -0.180, 0.046, 0.061, 0.066, 0.067

***

Density functional theory data (ωB97M-V with the def2-TZVPD basis set) for C2H4N2O2S2 as an isolated structure at a distorted geometry.

```
! RIJCOSX wB97M-V def2-TZVPD def2/J DEFGRID3
* xyz 0 1
C 0.974 0.310 -1.183
C -1.069 0.965 0.619
H -1.221 -1.891 -0.573
H 1.188 -1.792 -1.212
H -2.271 1.272 0.536
H 0.882 0.601 2.056
N 0.630 -1.092 -0.877
N -1.007 0.528 1.896
O -0.856 -1.302 -1.394
O 0.271 0.085 2.485
S 2.339 0.669 -1.836
S 0.142 1.647 -0.516
*
```

Results
Kohn-Sham gap in Eh: 0.3167

Löwdin population analysis, charges in e, atoms 1 to 6: -1.264, -0.471, 0.159, 0.055, 0.139, 0.001

***

Density functional theory data (ωB97M-V with the def2-TZVPD basis set) for one molecule with the formula C10H14O2S at a distorted geometry.

```
! RIJCOSX wB97M-V def2-TZVPD def2/J DEFGRID3
* xyz 0 1
C -3.618 0.134 0.480
C -2.875 -0.653 1.308
C -3.042 0.528 -0.724
C -1.605 -1.033 1.003
C -1.803 0.057 -1.143
C -1.076 -0.684 -0.223
C 2.402 2.031 0.624
C 0.425 -1.164 -0.363
C 1.524 1.081 -0.261
C 1.440 -0.243 0.486
O 0.552 -2.516 0.019
O 1.917 1.088 -1.568
S 3.027 -1.114 0.608
H -4.652 0.417 0.627
H -3.186 -0.937 2.338
H -3.579 1.173 -1.443
H -1.161 -1.854 1.530
H -1.449 0.147 -2.173
H 3.448 1.656 0.814
H 1.920 2.419 1.514
H 2.538 2.921 0.034
H 0.623 -0.970 -1.469
H 0.556 1.516 -0.394
H 0.858 -0.229 1.412
H 0.843 -2.964 -0.802
H 2.708 0.541 -1.547
H 3.265 -1.350 -0.685
*
```

Results
SMILES string: C[C@@H](O)[C@H](S)[C@@H](O)c1ccccc1
Kohn-Sham gap in Eh: 0.3498

Löwdin population analysis, charges in e, atoms 1 to 6: -0.092, -0.101, -0.085, -0.063, -0.039, -0.169

***

Density functional theory data (ωB97M-V with the def2-TZVPD basis set) for C33H55HoNP2 as an isolated structure at a distorted geometry.

```
! RIJCOSX wB97M-V def2-TZVPD def2/J DEFGRID3
* xyz 1 5
Ho -0.135 -0.523 0.968
C -0.673 -2.729 2.010
C 0.687 -2.799 1.529
C 0.641 -1.379 3.352
C -0.679 -1.865 3.149
C 1.491 -1.922 2.336
C -1.811 -3.591 1.596
H -1.648 -4.004 0.596
H -2.746 -3.014 1.580
H -1.956 -4.427 2.302
C -1.803 -1.616 4.092
H -2.752 -1.979 3.682
H -1.915 -0.540 4.290
H -1.640 -2.114 5.064
C 1.064 -0.609 4.542
H 0.870 -1.152 5.484
H 0.502 0.333 4.595
H 2.129 -0.357 4.496
C 2.973 -1.816 2.344
H 3.409 -2.470 3.118
H 3.299 -0.792 2.575
H 3.412 -2.099 1.384
C 1.213 -3.744 0.519
H 1.561 -4.667 1.008
H 2.067 -3.322 -0.023
H 0.451 -4.025 -0.216
C -1.770 0.086 -5.125
C -1.768 -1.245 -5.308
C -0.933 -1.948 -6.338
C 0.482 -1.351 -6.599
C 1.202 -0.803 -5.398
C 1.221 0.496 -5.058
C 0.303 1.541 -5.624
C -1.104 1.050 -6.053
H -1.457 -1.974 -7.311
H 0.418 -0.597 -7.394
H -0.808 -2.999 -6.030
H -1.054 0.629 -7.066
H -2.420 0.543 -4.375
H -2.513 -1.882 -4.809
H -1.751 1.941 -6.112
H 0.184 2.332 -4.867
H 2.014 0.884 -4.405
H 0.758 2.024 -6.507
H 1.091 -2.178 -6.996
H 1.827 -1.535 -4.872
P -1.151 -0.669 -1.521
P 1.912 0.716 -0.405
C -0.121 0.551 -2.452
C 0.883 1.488 -1.743
H -0.815 1.157 -3.049
H 0.420 -0.095 -3.158
H 1.600 1.888 -2.477
H 0.355 2.348 -1.299
C 2.699 2.134 0.409
H 3.287 1.749 1.257
H 1.925 2.804 0.811
H 3.352 2.688 -0.282
C 3.257 -0.196 -1.238
H 3.788 0.445 -1.960
H 2.854 -1.082 -1.753
H 3.960 -0.553 -0.467
C -2.866 -0.128 -1.733
H -3.498 -0.880 -1.238
H -3.170 -0.024 -2.781
H -3.000 0.827 -1.204
C -0.902 -2.251 -2.393
H 0.107 -2.651 -2.225
H -1.048 -2.147 -3.474
H -1.627 -2.976 -1.999
C -0.464 2.931 5.789
N 0.645 2.424 5.008
C 1.917 2.700 5.652
C 0.654 2.726 3.572
C -0.673 2.446 2.922
C -1.676 3.425 3.004
C -2.971 3.142 2.572
C -3.275 1.884 2.059
C -2.249 0.913 1.939
C -0.941 1.256 2.279
H -0.543 4.030 5.731
H -0.267 2.652 6.832
H -1.422 2.495 5.486
H 1.862 2.348 6.687
H 2.723 2.172 5.129
H 2.135 3.781 5.652
H 0.961 3.781 3.406
H 1.440 2.095 3.129
H -1.433 4.396 3.439
H -3.735 3.918 2.634
H -4.288 1.638 1.753
H -2.534 -0.087 1.573
*
```

Results
Kohn-Sham gap (spin up / spin down) in Eh: 0.2712 / 0.2748

Löwdin population analysis, charges in e, atoms 1 to 6: 1.209, -0.342, -0.351, -0.287, -0.305, -0.329

***

Density functional theory data (ωB97M-V with the def2-TZVPD basis set) for an isolated ion of composition C6H6N and charge +1 at a distorted geometry.

```
! RIJCOSX wB97M-V def2-TZVPD def2/J DEFGRID3
* xyz 1 1
C -1.051 0.016 0.790
C -0.732 -0.783 -0.312
C -2.162 -0.670 0.029
C 1.380 0.080 -1.073
C 0.045 0.617 1.325
C 1.208 -0.068 0.522
N 0.576 -0.925 -0.452
H -2.783 -1.326 0.628
H -2.894 0.015 -0.454
H 1.088 0.778 -1.800
H 2.257 -0.375 -1.334
H 0.032 1.115 2.249
H 2.077 -0.522 0.872
*
```

Results
SMILES string: C1=C2CC2=[N+]2C[C@@H]12
Kohn-Sham gap in Eh: 0.3186

Löwdin population analysis, charges in e, atoms 1 to 6: -0.078, -0.042, 0.091, 0.104, 0.185, -0.057

***

Density functional theory data (ωB97M-V with the def2-TZVPD basis set) for C43H46BrF2IMoN3S as an isolated structure.

```
! RIJCOSX wB97M-V def2-TZVPD def2/J DEFGRID3
* xyz 1 1
Mo -0.264 0.586 0.551
F -1.614 4.190 4.432
C -1.638 3.957 3.113
C -1.049 2.803 2.630
C -1.056 2.533 1.264
C -1.655 3.460 0.393
C -2.239 4.600 0.944
F -2.845 5.507 0.156
C -2.250 4.879 2.295
C -1.628 3.162 -1.051
C -2.091 4.002 -2.060
C -1.999 3.598 -3.380
C -1.447 2.366 -3.672
C -0.996 1.593 -2.621
N -1.073 1.967 -1.343
H -0.598 2.151 3.361
H -2.713 5.775 2.677
H -2.512 4.960 -1.817
H -2.358 4.248 -4.167
H -1.358 2.000 -4.684
H -0.546 0.627 -2.810
C 1.932 4.025 0.046
C 2.139 2.538 -0.218
C 2.628 2.277 -1.642
C 3.040 1.860 0.797
C 4.366 2.274 0.871
C 5.275 1.629 1.690
C 4.885 0.514 2.408
C 3.571 0.060 2.384
C 3.259 -1.275 3.046
C 4.072 -2.387 2.377
C 3.508 -1.255 4.553
C 2.644 0.806 1.635
N 1.247 0.506 1.777
C 0.714 0.255 3.003
C -0.511 -0.379 3.020
N -1.041 -0.684 1.807
C -2.064 -1.684 1.666
C -3.208 -1.374 0.915
C -4.254 -2.285 0.930
C -4.147 -3.485 1.614
C -2.973 -3.803 2.271
C -1.896 -2.921 2.306
C -0.606 -3.385 2.965
C -0.776 -3.574 4.472
C -0.098 -4.678 2.324
C -3.372 -0.087 0.126
C -4.211 0.938 0.881
C -3.893 -0.328 -1.289
H 1.274 4.454 -0.713
H 2.885 4.553 -0.005
H 1.497 4.205 1.030
H 1.152 2.059 -0.146
H 3.611 2.727 -1.789
H 1.944 2.727 -2.364
H 2.715 1.211 -1.853
H 4.695 3.101 0.257
H 6.300 1.970 1.734
H 5.619 -0.032 2.985
H 2.210 -1.520 2.873
H 5.143 -2.242 2.522
H 3.882 -2.428 1.304
H 3.809 -3.354 2.808
H 4.564 -1.098 4.775
H 3.220 -2.209 4.998
H 2.954 -0.463 5.059
H 1.270 0.540 3.887
H -1.049 -0.657 3.916
H -5.159 -2.067 0.379
H -4.969 -4.187 1.606
H -2.880 -4.766 2.756
H 0.167 -2.634 2.797
H -1.504 -4.359 4.683
H -1.127 -2.671 4.974
H 0.168 -3.871 4.931
H -0.759 -5.519 2.539
H 0.886 -4.927 2.725
H -0.011 -4.591 1.242
H -2.363 0.328 -0.033
H -5.200 0.519 1.075
H -4.338 1.847 0.291
H -3.763 1.206 1.839
H -4.952 -0.589 -1.271
H -3.353 -1.133 -1.785
H -3.794 0.585 -1.879
Br -3.418 -3.193 -4.330
C -2.201 -4.636 -4.271
C -2.087 -5.418 -5.414
C -1.210 -6.488 -5.438
C -0.443 -6.780 -4.320
C -0.558 -6.001 -3.182
C -1.439 -4.924 -3.149
I -1.542 -3.818 -1.398
H -2.690 -5.182 -6.280
H -1.129 -7.091 -6.332
H 0.245 -7.614 -4.330
H 0.037 -6.226 -2.307
S 0.363 -0.635 -1.038
*
```

Results
Kohn-Sham gap (spin up / spin down) in Eh: 0.2415 / 0.2408

Löwdin population analysis, charges in e, atoms 1 to 6: 1.266, 0.089, -0.262, -0.046, -0.174, -0.143